Formula: C27H63N6O5
Source: OMol25
Level of theory: wB97M-V/def2-TZVPD

Last columns: bonded neighbours and bond lengths (Å).
Atoms and positions in Å:
1 C -0.265 1.891 -1.909  C2 1.504, H18 1.090, H19 1.090, H20 1.094
2 C 0.410 3.155 -2.366  C1 1.504, N3 1.274, C4 1.506
3 N -0.194 4.249 -2.613  C2 1.274, H21 1.021
4 C 1.906 3.015 -2.469  C2 1.506, N5 1.452, H22 1.097, H23 1.098
5 N 2.649 4.258 -2.356  C4 1.452, C6 1.450, H24 1.009
6 C 2.532 4.899 -1.061  N5 1.450, C7 1.558, H25 1.087, H26 1.094
7 C 3.308 4.202 0.097  C6 1.558, O8 1.403, H27 1.099, H28 1.098
8 O 3.815 2.987 -0.389  C7 1.403, C9 1.418
9 C 4.067 1.980 0.576  O8 1.418, C10 1.525, C12 1.547, C15 1.570
10 C 4.931 2.460 1.738  C9 1.525, N11 1.480, H29 1.091, H30 1.089
11 N 6.206 3.044 1.265  C10 1.480, H31 1.014, H32 1.011
12 C 4.854 0.855 -0.135  C9 1.547, O13 1.419, H33 1.093, H34 1.092
13 O 4.443 0.775 -1.491  C12 1.419, O14 1.440
14 O 5.093 -0.393 -2.026  O13 1.440, H35 0.966
15 C 2.711 1.379 1.092  C9 1.570, O16 1.248, O17 1.234
16 O 2.560 1.396 2.332  C15 1.248
17 O 1.953 0.946 0.220  C15 1.234
18 H -1.338 1.925 -2.098  C1 1.090
19 H 0.187 1.010 -2.364  C1 1.090
20 H -0.117 1.795 -0.829  C1 1.094
21 H -1.199 4.113 -2.494  N3 1.021
22 H 2.226 2.250 -1.751  C4 1.097
23 H 2.098 2.593 -3.464  C4 1.098
24 H 3.618 4.085 -2.576  N5 1.009
25 H 1.482 4.962 -0.788  C6 1.087
26 H 2.884 5.930 -1.155  C6 1.094
27 H 4.103 4.857 0.479  C7 1.099
28 H 2.622 4.039 0.938  C7 1.098
29 H 5.150 1.585 2.351  C10 1.091
30 H 4.377 3.154 2.368  C10 1.089
31 H 6.110 3.381 0.314  N11 1.014
32 H 6.461 3.841 1.830  N11 1.011
33 H 4.613 -0.085 0.370  C12 1.093
34 H 5.929 1.041 -0.093  C12 1.092
35 H 4.324 -0.887 -2.337  O14 0.966
36 C -5.038 3.665 -5.277  C37 1.521, H43 1.091, H44 1.091, H45 1.091
37 C -4.115 2.621 -4.667  C36 1.521, N38 1.451, H46 1.093, H47 1.102
38 N -4.769 1.798 -3.666  C37 1.451, C39 1.454, C41 1.451
39 C -3.840 1.015 -2.868  N38 1.454, C40 1.533, H48 1.094, H49 1.091
40 C -3.014 -0.066 -3.575  C39 1.533, H50 1.090, H51 1.092, H52 1.091
41 C -5.970 1.113 -4.105  N38 1.451, C42 1.536, H53 1.093, H54 1.093
42 C -5.862 0.169 -5.312  C41 1.536, H55 1.091, H56 1.092, H57 1.089
43 H -5.506 4.268 -4.497  C36 1.091
44 H -4.464 4.329 -5.925  C36 1.091
45 H -5.825 3.216 -5.884  C36 1.091
46 H -3.288 3.137 -4.173  C37 1.093
47 H -3.665 2.028 -5.480  C37 1.102
48 H -4.398 0.557 -2.047  C39 1.094
49 H -3.150 1.717 -2.395  C39 1.091
50 H -3.618 -0.937 -3.826  C40 1.090
51 H -2.216 -0.406 -2.911  C40 1.092
52 H -2.542 0.304 -4.486  C40 1.091
53 H -6.726 1.869 -4.332  C41 1.093
54 H -6.367 0.561 -3.250  C41 1.093
55 H -5.302 0.620 -6.132  C42 1.091
56 H -6.862 -0.061 -5.688  C42 1.092
57 H -5.387 -0.777 -5.056  C42 1.089
58 C -0.740 -2.217 0.498  C59 1.521, H65 1.090, H66 1.089, H67 1.091
59 C -1.144 -3.683 0.556  C58 1.521, N60 1.455, H68 1.094, H69 1.102
60 N -2.548 -3.932 0.265  C59 1.455, C61 1.449, C63 1.451
61 C -2.972 -5.277 0.598  N60 1.449, C62 1.535, H70 1.094, H71 1.095
62 C -2.349 -6.448 -0.174  C61 1.535, H72 1.090, H73 1.093, H74 1.090
63 C -3.033 -3.408 -0.997  N60 1.451, C64 1.534, H75 1.093, H76 1.094
64 C -2.319 -3.842 -2.284  C63 1.534, H77 1.091, H78 1.092, H79 1.090
65 H -1.376 -1.608 1.140  C58 1.090
66 H 0.288 -2.109 0.845  C58 1.089
67 H -0.781 -1.810 -0.513  C58 1.091
68 H -0.959 -4.051 1.569  C59 1.094
69 H -0.474 -4.254 -0.108  C59 1.102
70 H -4.060 -5.325 0.497  C61 1.094
71 H -2.768 -5.425 1.664  C61 1.095
72 H -2.731 -6.517 -1.192  C62 1.090
73 H -2.592 -7.388 0.327  C62 1.093
74 H -1.262 -6.372 -0.219  C62 1.090
75 H -2.992 -2.316 -0.946  C63 1.093
76 H -4.098 -3.648 -1.071  C63 1.094
77 H -1.234 -3.785 -2.185  C64 1.091
78 H -2.608 -3.172 -3.096  C64 1.092
79 H -2.580 -4.854 -2.593  C64 1.090
80 C 2.693 -3.003 7.339  C81 1.522, H87 1.091, H88 1.092, H89 1.090
81 C 1.737 -2.569 6.237  C80 1.522, N82 1.448, H90 1.094, H91 1.102
82 N 1.466 -1.147 6.248  C81 1.448, C83 1.456, C85 1.455
83 C 0.349 -0.771 5.394  N82 1.456, C84 1.533, H92 1.093, H93 1.097
84 C 0.491 -0.953 3.878  C83 1.533, H94 1.091, H95 1.092, H96 1.092
85 C 2.641 -0.294 6.165  N82 1.455, C86 1.531, H97 1.095, H98 1.092
86 C 3.567 -0.499 4.964  C85 1.531, H99 1.092, H100 1.093, H101 1.091
87 H 2.339 -2.662 8.313  C80 1.091
88 H 2.764 -4.092 7.360  C80 1.092
89 H 3.700 -2.613 7.183  C80 1.090
90 H 0.782 -3.083 6.385  C81 1.094
91 H 2.130 -2.924 5.270  C81 1.102
92 H 0.106 0.275 5.596  C83 1.093
93 H -0.517 -1.349 5.740  C83 1.097
94 H 1.137 -0.200 3.423  C84 1.091
95 H -0.491 -0.851 3.411  C84 1.092
96 H 0.874 -1.943 3.617  C84 1.092
97 H 3.223 -0.419 7.084  C85 1.095
98 H 2.298 0.743 6.184  C85 1.092
99 H 3.784 -1.556 4.795  C86 1.092
100 H 4.520 0.007 5.137  C86 1.093
101 H 3.155 -0.081 4.045  C86 1.091

Calculated values
E ... -1771.19122 hartree
Charge ... -1
2S+1 ... 1
HOMO level ... -5.027 eV
Largest force on an atom ... 0.9 eV/A
Kohn-Sham gap ... 7.46 eV

Results of the Mulliken charge analysis, in e, for atoms 1 through 5: 0.607, 0.315, -0.774, 0.098, -0.453

=====

Formula: C27H63N9O9
Source: OMol25
Level of theory: wB97M-V/def2-TZVPD

Last columns: bonded neighbours and bond lengths (Å).
Atoms and positions in Å:
1 C -0.544 -4.858 2.539  C2 1.557, H6 1.000, H7 1.171, H8 1.140
2 C 0.776 -4.077 2.268  C1 1.557, O3 1.167, N4 1.307
3 O 0.775 -3.616 1.196  C2 1.167
4 N 1.629 -4.056 3.258  C2 1.307, C5 1.436, H9 1.020
5 C 2.781 -3.199 3.223  N4 1.436, H10 1.188, H11 1.176, H12 1.124
6 H -1.156 -4.477 3.232  C1 1.000
7 H -0.296 -5.984 2.744  C1 1.171
8 H -1.253 -4.444 1.748  C1 1.140
9 H 1.366 -4.393 4.184  N4 1.020
10 H 2.396 -2.154 3.636  C5 1.188
11 H 3.251 -3.034 2.158  C5 1.176
12 H 3.627 -3.609 3.839  C5 1.124
13 C 6.172 4.249 -2.361  C14 1.561, H18 1.042, H19 1.081, H20 1.078
14 C 6.053 2.693 -2.327  C13 1.561, O15 1.248, N16 1.333
15 O 6.563 2.033 -3.255  C14 1.248
16 N 5.412 2.016 -1.374  C14 1.333, C17 1.428, H21 0.997
17 C 5.233 0.611 -1.192  N16 1.428, H22 1.002, H23 1.080, H24 1.167
18 H 7.035 4.739 -2.043  C13 1.042
19 H 5.349 4.444 -1.687  C13 1.081
20 H 5.671 4.397 -3.304  C13 1.078
21 H 4.888 2.446 -0.643  N16 0.997
22 H 5.013 0.205 -2.081  C17 1.002
23 H 4.369 0.647 -0.545  C17 1.080
24 H 6.335 0.380 -0.884  C17 1.167
25 C 3.981 5.681 0.798  C26 1.545, H30 1.186, H31 1.132, H32 0.987
26 C 3.048 4.460 0.633  C25 1.545, O27 1.174, N28 1.317
27 O 3.539 3.401 0.509  C26 1.174
28 N 1.736 4.519 0.729  C26 1.317, C29 1.438, H33 0.992
29 C 0.702 3.526 0.618  N28 1.438, H34 1.121, H35 1.092, H36 1.009
30 H 4.075 6.103 1.902  C25 1.186
31 H 3.677 6.659 0.315  C25 1.132
32 H 4.963 5.614 0.727  C25 0.987
33 H 1.533 5.378 1.181  N28 0.992
34 H -0.261 3.923 0.203  C29 1.121
35 H 0.372 2.833 1.395  C29 1.092
36 H 0.886 2.806 -0.065  C29 1.009
37 C -6.521 1.920 -4.261  C38 1.529, H42 1.118, H43 1.044, H44 1.091
38 C -5.387 1.971 -3.237  C37 1.529, O39 1.184, N40 1.380
39 O -5.266 2.912 -2.529  C38 1.184
40 N -4.661 0.802 -3.138  C38 1.380, C41 1.425, H45 0.962
41 C -3.478 0.823 -2.343  N40 1.425, H46 0.999, H47 1.181, H48 1.001
42 H -7.358 1.367 -3.768  C37 1.118
43 H -6.202 1.201 -4.948  C37 1.044
44 H -6.858 2.872 -4.674  C37 1.091
45 H -4.806 0.085 -3.763  N40 0.962
46 H -2.915 1.088 -3.125  C41 0.999
47 H -3.271 -0.139 -1.690  C41 1.181
48 H -3.255 1.632 -1.797  C41 1.001
49 C 3.881 -2.794 -0.602  C50 1.487, H54 1.186, H55 1.184, H56 1.207
50 C 3.528 -2.284 -1.954  C49 1.487, O51 1.207, N52 1.319
51 O 4.252 -2.718 -2.817  C50 1.207
52 N 2.491 -1.479 -2.078  C50 1.319, C53 1.485, H57 1.031
53 C 2.141 -0.746 -3.321  N52 1.485, H58 1.188, H59 1.109, H60 1.144
54 H 4.404 -2.025 0.134  C49 1.186
55 H 4.667 -3.679 -0.644  C49 1.184
56 H 2.889 -3.265 -0.102  C49 1.207
57 H 1.826 -1.535 -1.292  N52 1.031
58 H 3.043 -0.166 -3.833  C53 1.188
59 H 1.445 0.067 -3.032  C53 1.109
60 H 1.952 -1.468 -4.188  C53 1.144
61 C -1.234 -1.749 -1.422  C62 1.595, H66 1.022, H67 1.096, H68 1.092
62 C -0.301 -0.664 -0.718  C61 1.595, O63 1.190, N64 1.304
63 O -0.585 0.471 -0.933  C62 1.190
64 N 0.711 -1.045 0.010  C62 1.304, C65 1.445, H69 1.086
65 C 1.501 -0.078 0.737  N64 1.445, H70 1.177, H71 1.057, H72 1.100
66 H -1.125 -1.633 -2.432  C61 1.022
67 H -2.150 -1.513 -0.868  C61 1.096
68 H -0.999 -2.778 -1.143  C61 1.092
69 H 0.919 -2.070 0.301  N64 1.086
70 H 2.209 -0.460 1.596  C65 1.177
71 H 0.763 0.362 1.353  C65 1.057
72 H 1.808 0.770 0.108  C65 1.100
73 C -6.586 -2.562 -2.756  C74 1.495, H78 0.964, H79 1.107, H80 1.128
74 C -5.153 -2.434 -3.162  C73 1.495, O75 1.274, N76 1.299
75 O -4.207 -2.676 -2.344  C74 1.274
76 N -4.974 -2.047 -4.389  C74 1.299, C77 1.547, H81 0.977
77 C -3.572 -1.868 -5.019  N76 1.547, H82 0.981, H83 1.068, H84 1.190
78 H -7.298 -2.444 -3.395  C73 0.964
79 H -6.806 -1.806 -1.978  C73 1.107
80 H -6.695 -3.600 -2.328  C73 1.128
81 H -5.786 -1.794 -4.870  N76 0.977
82 H -3.630 -1.523 -5.935  C77 0.981
83 H -3.004 -2.765 -5.139  C77 1.068
84 H -2.933 -1.121 -4.349  C77 1.190
85 C -2.478 -0.927 1.983  C86 1.526, H90 1.124, H91 1.067, H92 0.995
86 C -3.417 -1.342 3.112  C85 1.526, O87 1.289, N88 1.296
87 O -3.368 -2.554 3.547  C86 1.289
88 N -4.184 -0.466 3.681  C86 1.296, C89 1.503, H93 1.003
89 C -5.051 -0.701 4.886  N88 1.503, H94 1.017, H95 1.041, H96 0.904
90 H -2.034 0.098 2.112  C85 1.124
91 H -2.844 -1.284 1.047  C85 1.067
92 H -1.610 -1.397 1.856  C85 0.995
93 H -4.240 0.380 3.146  N88 1.003
94 H -6.022 -0.769 4.591  C89 1.017
95 H -4.901 0.110 5.522  C89 1.041
96 H -4.923 -1.429 5.407  C89 0.904
97 C 2.884 2.830 4.111  C98 1.581, H102 1.107, H103 1.018, H104 1.147
98 C 2.192 1.414 3.982  C97 1.581, O99 1.180, N100 1.433
99 O 2.798 0.443 3.696  C98 1.180
100 N 0.767 1.363 4.129  C98 1.433, C101 1.450, H105 0.812
101 C 0.046 0.118 4.313  N100 1.450, H106 1.039, H107 1.096, H108 1.069
102 H 2.503 3.527 3.340  C97 1.107
103 H 3.894 2.773 3.999  C97 1.018
104 H 2.367 3.546 4.843  C97 1.147
105 H 0.574 2.137 4.282  N100 0.812
106 H 0.110 -0.300 5.262  C101 1.039
107 H 0.750 -0.671 4.026  C101 1.096
108 H -0.914 -0.137 3.919  C101 1.069

Calculated values
E ... -2236.16003 hartree
2S+1 ... 1
HOMO level ... -8.506 eV
Largest force on an atom ... 17.3 eV/A
Kohn-Sham gap ... 8.74 eV

Results of the Mulliken charge analysis, in e, for atoms 1 through 5: -1.435, 0.486, -0.709, -0.124, -0.321